Record 1
A structure of composition C12H28BCl2CrF4N4OS in a non-equilibrium geometry. Source: the Open Molecules 2025 dataset; level of theory: ωB97M-V/def2-TZVPD.

Last column: natural (NBO) charge in e.
Cartesian coordinates (Å):
Cr -0.117 0.046 0.217  0.990
C -1.659 -1.640 -1.767  -0.244
C -2.673 -0.785 -1.022  -0.236
N -1.990 0.429 -0.506  -0.665
C -1.959 1.629 -1.397  -0.240
C -0.838 1.591 -2.443  -0.522
S 0.721 0.909 -1.742  0.321
C 1.061 -0.618 -2.702  -0.528
C 0.802 -1.870 -1.856  -0.243
N -0.389 -1.668 -0.990  -0.665
H -1.464 -1.218 -2.751  0.206
H -2.034 -2.653 -1.913  0.243
H -3.067 -1.333 -0.165  0.227
H -3.506 -0.510 -1.670  0.238
H -2.549 0.736 0.289  0.416
H -1.806 2.488 -0.746  0.237
H -2.927 1.745 -1.889  0.238
H -0.602 2.601 -2.768  0.274
H -1.097 0.995 -3.316  0.241
H 2.105 -0.551 -2.997  0.274
H 0.453 -0.582 -3.605  0.245
H 1.652 -2.062 -1.206  0.250
H 0.659 -2.738 -2.504  0.234
H -0.443 -2.474 -0.370  0.408
Cl -0.438 -2.510 2.362  -0.090
C 0.742 0.894 3.851  -0.473
Cl 0.652 0.703 2.185  1.280
H 1.528 0.512 4.499  0.213
H 0.065 1.465 4.482  0.216
F -3.070 0.477 4.420  -0.463
B -3.280 0.623 3.144  1.485
F -4.172 1.421 2.627  -0.468
F -2.516 -0.087 2.284  -0.528
F -1.192 2.603 1.675  -0.339
C 3.156 -4.388 2.510  -0.413
N 1.822 -3.859 2.825  -0.406
C 1.128 -4.529 3.927  -0.414
C 1.298 -2.979 1.996  0.710
O 1.769 -2.441 1.027  -0.623
N 2.053 0.531 1.715  -0.900
C 0.095 2.113 1.654  -0.297
C 3.436 0.741 1.301  -0.403
H 3.791 -4.297 3.388  0.228
H 3.586 -3.834 1.683  0.239
H 3.070 -5.440 2.238  0.225
H 0.724 -5.485 3.593  0.224
H 0.323 -3.917 4.317  0.231
H 1.849 -4.711 4.719  0.234
H 0.429 -0.595 2.438  0.036
H 0.659 2.871 1.118  0.205
H -0.613 0.513 2.450  -0.073
H 4.081 0.673 2.177  0.234
H 3.575 1.742 0.888  0.213
H 3.718 -0.007 0.567  0.215

- energy above the lowest of the compared OMol25 structures with the same formula, charge and spin (eV) = 21.681
- 2S+1 = 4
- HOMO-LUMO gap (alpha / beta) (eV) = 8.3 / 6.9
- total charge = +2

Record 2
A cluster of 3 separate species, C12H28BrN3O3 in total. Source: the Open Molecules 2025 dataset; level of theory: ωB97M-V/def2-TZVPD.

Last column: natural (NBO) charge in e.
Cartesian coordinates (Å):
C -1.138 -1.050 2.249  -0.611
C -1.366 -1.308 0.762  -0.401
C -0.788 -0.244 -0.173  -0.407
C 0.701 0.074 0.028  -0.108
N 1.493 -0.382 -1.099  -0.830
C 0.915 1.533 0.429  0.102
Br 0.482 2.737 -1.069  -0.077
O 2.229 1.767 0.805  -0.551
C 2.378 2.369 2.081  -0.249
H -0.094 -1.156 2.548  0.189
H -1.468 -0.043 2.522  0.195
H -1.719 -1.755 2.843  0.225
H -2.443 -1.360 0.605  0.232
H -0.969 -2.291 0.494  0.195
H -0.899 -0.579 -1.205  0.223
H -1.388 0.667 -0.081  0.201
H 1.085 -0.468 0.899  0.203
H 2.483 -0.360 -0.890  0.364
H 1.330 0.193 -1.920  0.365
H 0.208 1.823 1.208  0.193
H 1.952 1.740 2.869  0.174
H 1.904 3.356 2.106  0.179
H 3.446 2.480 2.254  0.198
C -5.906 -4.050 2.385  -0.723
C -5.285 -3.197 1.301  0.680
O -4.479 -2.319 1.560  -0.634
N -5.656 -3.445 0.017  -0.615
C -6.587 -4.438 -0.471  -0.411
H -5.501 -3.719 3.336  0.246
H -6.991 -3.943 2.399  0.226
H -5.671 -5.105 2.241  0.226
H -5.206 -2.844 -0.656  0.401
H -6.100 -5.137 -1.152  0.198
H -7.424 -3.973 -0.995  0.198
H -6.990 -5.008 0.361  0.210
C 4.183 2.408 -1.798  -0.721
C 4.841 2.616 -3.142  0.676
O 4.508 1.984 -4.128  -0.626
N 5.836 3.545 -3.216  -0.621
C 6.356 4.383 -2.160  -0.410
H 3.411 1.655 -1.915  0.243
H 4.904 2.071 -1.051  0.222
H 3.718 3.323 -1.429  0.232
H 6.234 3.635 -4.138  0.398
H 6.224 5.442 -2.390  0.195
H 7.419 4.199 -1.991  0.194
H 5.829 4.175 -1.234  0.211

- structure (SMILES) = CCC[C@@H](N)[C@H](Br)OC.CNC(C)=O.CNC(C)=O
- HOMO-LUMO gap (eV) = 9.9
- total charge = 0

Record 3
A cluster of 3 separate species, C12H28ClN2O4 in total. Source: the Open Molecules 2025 dataset; level of theory: ωB97M-V/def2-TZVPD.

Last column: natural (NBO) charge in e.
Cartesian coordinates (Å):
C 2.889 -4.704 2.192  -0.645
C 2.378 -3.269 2.064  -0.147
Cl 2.407 -2.434 3.659  -0.113
C 0.994 -3.200 1.408  -0.541
C -0.052 -4.164 2.010  0.749
O -0.450 -3.880 3.157  -0.780
O -0.366 -5.140 1.294  -0.792
H 2.286 -5.348 1.549  0.242
H 3.933 -4.797 1.890  0.190
H 2.758 -5.075 3.206  0.226
H 3.058 -2.694 1.439  0.186
H 1.146 -3.454 0.358  0.200
H 0.617 -2.180 1.502  0.227
C -1.662 0.346 2.780  -0.621
C -0.350 1.076 2.509  -0.087
C -0.440 2.603 2.627  -0.071
O -1.067 3.256 1.535  -0.554
C -2.479 3.263 1.568  -0.246
N 0.163 0.653 1.205  -0.811
H -2.346 0.416 1.933  0.192
H -1.468 -0.713 2.952  0.259
H -2.164 0.747 3.663  0.192
H 0.363 0.744 3.270  0.201
H 0.578 3.004 2.651  0.177
H -0.926 2.896 3.568  0.156
H -2.854 3.345 2.593  0.165
H -2.900 2.369 1.103  0.169
H -2.816 4.132 1.001  0.181
H 1.096 1.032 1.068  0.349
H -0.400 1.103 0.488  0.348
C -0.970 1.661 -4.980  -0.613
C 0.145 2.198 -4.087  -0.079
C 1.067 1.110 -3.520  -0.069
O 0.519 0.365 -2.458  -0.544
C -0.335 -0.704 -2.823  -0.251
N -0.447 3.034 -3.039  -0.830
H -1.774 1.215 -4.397  0.206
H -1.406 2.473 -5.562  0.213
H -0.593 0.909 -5.676  0.201
H 0.775 2.845 -4.706  0.180
H 1.949 1.603 -3.100  0.180
H 1.419 0.438 -4.315  0.159
H -0.005 -1.177 -3.753  0.161
H -1.372 -0.375 -2.928  0.160
H -0.295 -1.439 -2.020  0.215
H 0.291 3.492 -2.513  0.353
H -0.891 2.417 -2.363  0.358

- HOMO-LUMO gap (eV) = 6.6
- total charge = -1

Record 4
A cluster of 5 separate species, C12H28ClN4O4 in total in a non-equilibrium geometry. Source: the Open Molecules 2025 dataset; level of theory: ωB97M-V/def2-TZVPD.

Last column: natural (NBO) charge in e.
Cartesian coordinates (Å):
Cl -21.979 -13.648 -9.763  -0.946
C -15.145 -12.896 -12.320  -0.705
C -16.660 -12.926 -12.426  0.667
O -17.202 -12.054 -13.076  -0.645
N -17.197 -13.769 -11.586  -0.617
C -18.553 -14.216 -11.544  -0.415
H -14.842 -13.265 -13.300  0.217
H -14.639 -13.494 -11.562  0.206
H -14.776 -11.882 -12.166  0.225
H -16.668 -14.178 -10.829  0.432
H -19.215 -13.723 -10.832  0.214
H -18.410 -15.272 -11.317  0.189
H -18.861 -14.126 -12.586  0.213
C -22.359 -14.700 -13.320  -0.709
C -23.030 -13.451 -13.461  0.649
O -22.889 -12.703 -14.425  -0.706
N -23.821 -13.105 -12.537  -0.594
C -24.619 -11.860 -12.409  -0.423
H -21.381 -14.326 -13.017  0.252
H -22.362 -15.217 -14.279  0.234
H -22.718 -15.143 -12.391  0.230
H -23.588 -13.634 -11.709  0.425
H -25.614 -12.057 -12.807  0.184
H -24.359 -11.029 -13.063  0.222
H -24.647 -11.482 -11.387  0.216
C -16.315 -17.316 -8.570  -0.704
C -17.009 -15.997 -8.657  0.677
O -16.361 -15.032 -9.160  -0.692
N -18.239 -15.924 -8.096  -0.584
C -18.953 -14.685 -7.832  -0.470
H -16.683 -17.935 -9.388  0.235
H -16.644 -17.897 -7.708  0.205
H -15.239 -17.150 -8.635  0.247
H -18.409 -16.755 -7.547  0.390
H -19.721 -14.369 -8.538  0.267
H -18.359 -13.772 -7.874  0.225
H -19.543 -14.783 -6.921  0.208
C -20.180 -10.850 -12.161  -0.704
C -19.810 -10.306 -10.780  0.687
O -19.559 -9.128 -10.576  -0.677
N -19.707 -11.234 -9.803  -0.634
C -19.172 -11.093 -8.497  -0.414
H -19.785 -11.859 -12.282  0.223
H -19.735 -10.240 -12.948  0.238
H -21.268 -10.875 -12.212  0.234
H -20.009 -12.115 -10.194  0.423
H -18.145 -11.450 -8.414  0.180
H -19.815 -11.777 -7.945  0.206
H -19.336 -10.114 -8.047  0.218

- energy above the lowest of the compared OMol25 structures with the same formula, charge and spin (eV) = 3.255
- HOMO-LUMO gap (eV) = 7.8
- total charge = -1

Record 5
A structure of composition C12H28O6Sn in a non-equilibrium geometry. Source: the Open Molecules 2025 dataset; level of theory: ωB97M-V/def2-TZVPD.

Last column: natural (NBO) charge in e.
Cartesian coordinates (Å):
Sn 1.128 0.690 0.534  1.708
C -1.064 2.453 3.166  -0.272
O -0.670 2.710 1.829  -0.591
C -1.732 3.335 1.128  -0.089
C -1.522 3.404 -0.382  -0.103
O -1.414 2.022 -0.776  -0.578
C -1.093 1.969 -2.207  -0.100
C -1.171 0.570 -2.810  -0.099
O -0.250 -0.274 -2.128  -0.595
C 0.571 -1.070 -3.054  -0.272
H -0.203 2.056 3.705  0.199
H -1.898 1.758 3.266  0.188
H -1.528 3.292 3.685  0.211
H -1.917 4.320 1.556  0.211
H -2.670 2.844 1.386  0.185
H -0.665 4.034 -0.620  0.198
H -2.440 3.909 -0.682  0.219
H -0.146 2.459 -2.433  0.185
H -1.831 2.540 -2.771  0.211
H -1.003 0.690 -3.880  0.218
H -2.156 0.103 -2.796  0.205
H 1.269 -1.716 -2.523  0.202
H 1.206 -0.440 -3.677  0.192
H -0.003 -1.760 -3.673  0.211
C 4.850 -0.320 0.719  -0.244
O 3.525 -0.935 0.759  -0.655
C 3.377 -2.406 0.467  -0.091
C 2.030 -3.024 0.928  -0.103
O 0.875 -2.422 0.262  -0.583
C -0.362 -2.945 0.768  -0.096
C -1.530 -2.087 0.315  -0.094
O -1.598 -0.723 0.778  -0.601
C -2.902 -0.140 0.446  -0.237
H 5.246 -0.491 1.720  0.214
H 4.654 0.695 0.374  0.190
H 5.533 -0.788 0.010  0.211
H 4.176 -2.941 0.980  0.218
H 3.645 -2.646 -0.563  0.205
H 2.031 -2.866 2.007  0.194
H 2.013 -4.110 0.832  0.225
H -0.373 -3.043 1.853  0.191
H -0.363 -3.989 0.455  0.218
H -2.415 -2.552 0.750  0.209
H -1.551 -2.171 -0.772  0.196
H -3.698 -0.671 0.968  0.202
H -3.013 -0.226 -0.636  0.184
H -2.948 0.909 0.738  0.203

- energy above the lowest of the compared OMol25 structures with the same formula, charge and spin (eV) = 2.116
- HOMO-LUMO gap (eV) = 7.3
- total charge = +2

Record 6
A structure of composition C12H29BiN2O4P3 in a non-equilibrium geometry. Source: the Open Molecules 2025 dataset; level of theory: ωB97M-V/def2-TZVPD.

Last column: Mulliken charge in e.
Cartesian coordinates (Å):
Bi -0.524 0.457 -0.102  1.350
P -2.685 -1.505 0.039  -0.154
P 0.089 3.226 -0.257  -0.201
N 0.438 -1.705 -0.386  0.208
N 1.807 0.587 -0.447  0.235
H 2.261 -2.704 -0.845  0.473
H 3.568 -0.541 -0.145  0.565
H 2.148 -2.064 0.822  0.244
C 1.893 -1.866 -0.234  -0.828
H 2.844 -0.707 -1.765  0.326
C 2.607 -0.604 -0.685  -0.976
H 0.296 -3.614 -1.112  0.411
H 3.494 1.726 -0.858  0.410
C -0.250 -2.702 -0.833  -0.119
C 2.411 1.766 -0.638  -0.294
H -1.991 -3.785 -0.354  0.590
C -1.733 -2.840 -0.859  -0.937
H -2.094 -2.902 -1.898  0.367
H -0.399 3.950 -1.387  0.183
H 0.002 4.077 0.897  0.184
H -3.790 -1.432 -0.847  0.187
H -3.199 -2.283 1.128  0.186
O -1.030 0.347 -2.214  -0.738
C -0.196 -0.227 -3.207  1.505
C -1.012 -1.066 -4.164  -1.436
C 0.545 0.873 -3.949  -1.360
H 0.480 -0.957 -2.678  -0.260
H -1.371 -1.972 -3.667  0.192
H -1.876 -0.493 -4.522  0.362
H -0.410 -1.367 -5.031  0.389
H 1.215 1.448 -3.303  0.239
H 1.121 0.482 -4.796  0.391
H -0.188 1.586 -4.360  0.358
C 1.819 3.012 -0.567  -0.665
H 2.473 3.871 -0.735  0.408
C 1.919 2.004 3.316  -0.624
O 0.625 1.442 3.627  -0.355
P -0.090 0.266 2.774  0.550
O -1.466 0.024 3.602  -0.315
C -1.595 0.395 4.993  -0.643
O 0.812 -1.072 3.046  -0.284
C 0.186 -2.360 3.267  -0.637
H 1.782 2.930 2.737  0.238
H 2.558 1.313 2.743  0.287
H 2.402 2.233 4.274  0.305
H -0.777 -0.027 5.593  0.341
H -1.639 1.486 5.101  0.275
H -2.546 -0.044 5.305  0.248
H 0.946 -3.101 3.000  0.275
H -0.079 -2.462 4.327  0.315
H -0.710 -2.521 2.641  0.231

- 2S+1 = 2
- HOMO-LUMO gap (alpha / beta) (eV) = 7.8 / 4.0
- total charge = +2